Entry 1:
Entry from OMol25: C9H16NPdS4Se as an isolated structure (the ωB97M-V functional and the def2-TZVPD basis).

The value obtained for the relative energy (zero: lowest compared OMol25 entry of this formula, charge and spin) is 0.844 eV. As for the frontier orbital gap: 5.7999 eV. Its spin multiplicity is 1. Its charge is +1.

Geometry as XYZ:
```
32
Properties=species:S:1:pos:R:3:forces:R:3
Pd 0.01030 -0.00001 -1.51037 0.102 0.027 0.118
C -1.56759 2.37062 -0.16721 0.007 -0.072 0.024
C -2.68140 1.33900 -0.43463 0.064 -0.018 0.008
S -2.25569 -0.03643 -1.58526 0.052 0.046 -0.149
C -2.62803 -1.67012 -0.82109 0.038 -0.022 -0.023
C -1.43369 -2.48653 -0.32369 -0.012 0.117 0.051
S 0.09392 -2.28580 -1.33182 -0.001 0.096 -0.050
C 1.38148 -2.34684 -0.01631 -0.008 0.082 0.036
C 2.56963 -1.39093 -0.20667 -0.018 -0.017 -0.002
S 2.28520 0.04429 -1.32281 -0.086 -0.025 -0.123
C 2.53281 1.63322 -0.43059 -0.009 0.047 -0.018
C 1.26693 2.35405 0.01823 0.014 -0.114 0.046
S -0.07373 2.27640 -1.23894 0.019 -0.094 -0.047
H -1.19704 2.20761 0.84308 -0.014 0.065 0.013
H -1.95678 3.38197 -0.26634 -0.024 -0.009 -0.037
H -3.54302 1.80818 -0.90360 -0.027 0.007 0.054
H -2.98353 0.90041 0.51671 0.019 -0.011 -0.001
H -3.16330 -2.18548 -1.61697 -0.005 -0.015 0.013
H -3.32399 -1.50791 0.00250 -0.014 -0.013 -0.011
H -1.68694 -3.54630 -0.33348 -0.029 0.004 0.007
H -1.17088 -2.18153 0.68767 0.023 -0.045 0.009
H 1.73240 -3.37603 0.04014 0.024 0.006 -0.010
H 0.86105 -2.06639 0.89754 -0.004 -0.049 0.016
H 3.42015 -1.89786 -0.65745 0.012 -0.007 0.031
H 2.86692 -1.00533 0.76879 -0.016 0.008 0.004
H 3.10176 2.22063 -1.15060 0.006 0.007 0.010
H 3.17353 1.44630 0.43171 -0.006 0.008 0.009
H 1.48310 3.40572 0.20553 0.022 -0.005 0.015
H 0.86363 1.87450 0.90935 -0.009 0.047 0.009
Se -0.43079 -0.08124 1.89114 -0.391 -0.156 0.070
C 0.81032 0.27121 3.17385 0.223 0.128 -0.061
N 1.64328 0.53059 3.93160 0.048 -0.023 -0.012
```
Positions in Å, forces in eV/Å.

Entry 2:
Entry from OMol25: C5H6O3 as an isolated structure (the ωB97M-V functional and the def2-TZVPD basis).

The value obtained for the relative energy (zero: lowest compared OMol25 entry of this formula, charge and spin) is 3.914 eV. As for the frontier orbital gap: 10.4750 eV. Its spin multiplicity is 1. Its charge is 0.

Geometry as XYZ:
```
14
Properties=species:S:1:pos:R:3:forces:R:3
C 0.89174 0.40120 -0.56041 -1.458 1.306 0.237
C 0.73995 -0.51075 0.67465 -2.889 0.821 -2.047
C -0.45042 -0.25701 -0.96634 -1.607 -0.328 3.599
C -1.44675 0.27818 0.26364 1.790 0.507 -0.016
C -0.49688 0.14553 1.39306 -0.789 -0.596 0.538
H 1.80273 -0.51760 -1.98597 -0.496 -2.100 -1.202
H 0.73658 1.46893 -0.25669 0.812 -0.731 -0.791
H 1.53672 -0.88901 1.23983 1.004 -0.670 0.639
H -1.00712 -0.39175 -1.91026 0.955 -0.056 0.251
H -2.52354 0.20171 0.33861 0.091 -0.406 -0.343
H -0.77411 -0.09398 2.45025 0.317 0.006 -1.166
O 1.93087 0.20633 -1.43265 1.251 2.231 1.180
O 0.01130 -1.49153 -0.22911 0.468 0.744 -0.265
O -0.95108 1.44975 0.98140 0.550 -0.729 -0.614
```
Positions in Å, forces in eV/Å.

Entry 3:
Entry from OMol25: an isolated ion of composition CH2O2P and charge -1 (the ωB97M-V functional and the def2-TZVPD basis).

As for the structure (SMILES): [O-]P1CO1. The value obtained for the relative energy (zero: lowest compared OMol25 entry of this formula, charge and spin) is 0.833 eV. As for the frontier orbital gap: 7.6397 eV. Its spin multiplicity is 1. Its charge is -1.

Geometry as XYZ:
```
6
Properties=species:S:1:pos:R:3:forces:R:3
O -2.99094 -0.73520 -0.48514 -1.042 -0.842 -0.628
P -2.29578 0.18782 0.45429 1.937 0.634 -0.012
C -0.44481 0.12944 0.02585 -2.124 1.341 3.175
O -1.20496 1.18819 -0.46172 -0.771 1.464 -0.109
H -0.22329 -0.53436 -0.67158 1.128 -3.200 -3.128
H 0.33259 0.32205 0.72021 0.872 0.603 0.703
```
Positions in Å, forces in eV/Å.

Entry 4:
Entry from OMol25: one molecule with the formula C3H6O2S2 (the ωB97M-V functional and the def2-TZVPD basis).

As for the structure (SMILES): O=C(O)CCSS. The value obtained for the relative energy (zero: lowest compared OMol25 entry of this formula, charge and spin) is 0.377 eV. As for the frontier orbital gap: 8.6773 eV. Its spin multiplicity is 1. Its charge is 0.

Geometry as XYZ:
```
13
Properties=species:S:1:pos:R:3:forces:R:3
O -0.22142 -3.04336 0.20331 -0.089 0.130 -0.121
C -0.04276 -2.05815 0.86330 0.332 -0.140 0.557
O -0.12656 -2.07644 2.22061 0.010 -0.026 -0.259
C 0.37019 -0.70005 0.36850 0.533 0.270 -0.795
C -0.77514 0.29913 0.40657 -0.465 -0.137 0.584
S -0.51042 1.96175 -0.26307 0.351 -0.025 -0.083
S 0.90756 1.54101 -1.76058 -0.125 -0.064 -0.107
H -0.27508 -3.00165 2.46926 -0.134 0.056 0.025
H 0.71267 -0.80963 -0.66002 -0.228 -0.299 -0.077
H 1.27056 -0.37820 0.89290 -0.262 0.178 0.397
H -1.65591 -0.15736 -0.05126 0.108 0.109 -0.195
H -1.04932 0.51774 1.44232 0.013 -0.093 -0.016
H 1.10198 2.83044 -2.06328 -0.044 0.040 0.091
```
Positions in Å, forces in eV/Å.

Entry 5:
Entry from OMol25: C36H45F5N9S2SiTi as an isolated structure (the ωB97M-V functional and the def2-TZVPD basis).

The value obtained for the relative energy (zero: lowest compared OMol25 entry of this formula, charge and spin) is 0.894 eV. As for the frontier orbital gap: 6.4429 eV. Its spin multiplicity is 1. Its charge is +1.

Geometry as XYZ:
```
99
Properties=species:S:1:pos:R:3:forces:R:3
Ti 0.56791 0.28721 0.55255 -0.580 0.171 -0.275
C 2.97689 3.52736 2.85981 -0.003 -0.001 -0.006
C 2.49326 2.23944 2.20376 -0.003 -0.011 0.012
N 1.08390 2.24284 1.70051 0.005 0.039 0.018
C 0.17893 2.74478 2.77301 0.006 0.004 -0.006
C 0.27622 1.94323 4.06101 0.005 0.004 -0.001
C 0.95869 3.14150 0.52839 0.036 0.002 -0.083
C 1.70380 2.55612 -0.67977 0.080 -0.052 0.003
N 1.93028 1.10102 -0.49884 0.127 -0.161 0.122
C 3.17774 0.65251 -0.96173 0.002 0.006 0.044
C 4.04350 -0.03451 -0.11453 -0.026 0.033 0.012
F 3.67295 -0.23175 1.16448 0.005 -0.006 0.006
C 5.27724 -0.48675 -0.53952 0.003 0.012 -0.038
F 6.05609 -1.13937 0.32627 0.000 -0.007 0.008
C 5.70529 -0.25915 -1.83090 0.008 -0.010 0.019
C 4.87382 0.45069 -2.67498 -0.018 0.011 -0.011
F 5.25632 0.70672 -3.92356 0.007 0.002 0.006
C 3.63596 0.90882 -2.25533 0.025 -0.004 -0.005
F 2.87947 1.60725 -3.09728 0.006 -0.001 0.004
H 4.04284 3.41944 3.06068 -0.001 -0.004 0.004
H 2.48730 3.73691 3.80886 -0.006 0.005 -0.001
H 2.86079 4.39786 2.21424 0.005 -0.001 -0.002
H 2.59006 1.40411 2.89701 0.004 -0.004 0.003
H 3.13616 2.02205 1.35849 0.004 -0.007 -0.008
H -0.82886 2.74140 2.36866 -0.003 -0.008 0.000
H 0.43174 3.79170 2.96554 -0.011 0.002 -0.004
H 0.31674 0.87092 3.87049 -0.005 -0.001 0.003
H -0.59781 2.13890 4.68180 0.002 0.005 0.003
H 1.15787 2.20551 4.64488 0.001 -0.006 -0.003
H 1.35559 4.13349 0.75752 -0.015 0.007 0.022
H -0.10457 3.24917 0.32332 0.029 -0.006 -0.008
H 2.67851 3.03327 -0.79906 -0.002 0.009 0.019
H 1.12208 2.73534 -1.58573 0.016 -0.014 -0.016
H 6.66866 -0.61256 -2.16958 0.001 0.001 0.001
C 3.03435 -2.89369 0.74004 0.008 0.040 -0.043
Si 1.67679 -2.64502 2.00636 0.036 0.013 0.000
C 2.56890 -2.56372 3.64569 0.001 0.002 -0.016
C 0.59333 -4.16565 1.75408 0.003 -0.014 0.004
N 0.61852 -1.16994 1.90495 -0.046 0.119 -0.125
C -0.52433 -1.29292 2.73756 0.114 -0.006 0.119
C -0.78508 -2.25439 3.72876 0.022 0.011 0.024
C -1.96085 -2.23053 4.46583 -0.002 0.002 0.000
C -2.93272 -1.26025 4.26546 0.010 0.001 -0.013
C -2.70748 -0.27716 3.31339 -0.004 0.003 0.018
C -1.52801 -0.34963 2.62392 0.001 0.015 -0.003
F -1.23351 0.64427 1.70554 -0.090 -0.057 0.018
H 3.12781 -3.98113 0.66347 0.005 -0.004 -0.012
H 3.99321 -2.51214 1.08262 -0.012 -0.022 0.011
H 2.85224 -2.53048 -0.26943 0.016 -0.006 0.047
H 3.15307 -3.47564 3.79296 -0.004 -0.003 0.003
H 1.94168 -2.41727 4.52261 -0.032 0.000 0.013
H 3.27733 -1.73185 3.60345 -0.001 -0.004 -0.001
H 0.93627 -4.96461 2.41809 -0.010 -0.004 0.002
H 0.73179 -4.52510 0.73232 -0.004 -0.006 -0.001
H -0.47372 -4.03405 1.92290 0.015 0.004 -0.010
H -0.07442 -3.03551 3.94320 0.024 0.002 0.005
H -2.11442 -2.99448 5.21601 -0.001 0.000 0.000
H -3.84465 -1.26081 4.84485 0.001 0.000 0.002
H -3.40573 0.52418 3.11241 -0.004 0.000 0.004
N -0.56740 -5.86455 -3.76265 -0.024 0.020 -0.027
C -0.36341 -4.92123 -3.14113 0.038 -0.031 0.041
C -0.11270 -3.74043 -2.35839 -0.027 0.008 -0.015
C 0.98956 -2.94880 -2.61384 -0.009 0.045 -0.040
C 1.16855 -1.80336 -1.85168 -0.103 0.084 -0.082
N 0.34262 -1.45602 -0.86840 0.156 -0.107 0.058
C -0.74065 -2.22243 -0.64311 0.023 0.017 -0.004
C -1.00873 -3.36151 -1.35723 -0.017 -0.012 -0.013
H 1.68652 -3.18348 -3.40476 -0.002 0.002 -0.001
H 2.00075 -1.14665 -2.05171 -0.002 -0.020 -0.002
H -1.41680 -1.89453 0.13570 0.014 -0.011 0.017
H -1.89013 -3.94832 -1.14389 0.001 -0.002 0.001
C -2.00051 2.05126 -4.34720 0.002 0.008 -0.022
N -2.11386 0.61980 -4.48362 -0.009 0.007 0.041
C -3.39919 -0.05081 -4.33193 -0.001 -0.001 -0.021
C -3.04934 -1.49845 -4.68321 -0.006 -0.005 0.001
N -1.61197 -1.51687 -4.41971 -0.006 -0.018 0.053
C -1.09443 -0.24935 -4.46612 0.035 0.002 -0.038
S 0.53766 0.10154 -4.49832 -0.005 -0.012 -0.008
H -2.40306 2.37358 -3.38428 -0.004 0.001 -0.017
H -2.55305 2.54392 -5.14897 0.001 0.000 -0.003
H -0.95002 2.32222 -4.41191 -0.001 -0.001 0.001
H -4.13787 0.37773 -5.00976 -0.013 0.002 0.014
H -3.75110 0.05615 -3.30173 0.013 -0.001 0.014
H -3.26278 -1.71953 -5.73189 0.011 0.010 -0.004
H -3.57775 -2.21587 -4.05796 -0.006 -0.002 -0.013
H -1.03335 -2.23874 -4.81632 -0.004 -0.001 -0.024
C -6.02967 1.89856 -1.46409 0.001 0.002 0.002
C -4.76090 2.26520 -0.75998 -0.023 0.008 0.020
C -4.71114 3.25991 0.21111 0.002 -0.001 -0.018
C -3.48279 3.50497 0.78890 0.005 0.005 0.018
N -2.38076 2.83596 0.45346 0.021 -0.051 0.036
C -2.52648 1.88811 -0.47122 -0.038 0.013 -0.063
S -1.11917 1.00716 -1.08662 0.225 -0.011 0.186
N -3.66599 1.57941 -1.09176 0.002 -0.044 0.035
H -6.79764 2.65730 -1.32974 -0.002 -0.001 0.002
H -6.40651 0.95237 -1.07129 0.005 -0.001 -0.005
H -5.83817 1.75938 -2.52712 -0.002 0.003 -0.001
H -5.58940 3.82379 0.49004 0.001 0.002 -0.001
H -3.36470 4.27469 1.54482 -0.002 -0.002 -0.005
```
Positions in Å, forces in eV/Å.

E_HOMO: -10.775, -9.522, -2.758, -8.365, -10.177 (eV)
Total energy: -123243.35765, -11420.49791, -14453.83136, -28973.91567, -117722.10841 (eV)